ORCA calculation (wB97M-V/def2-TZVPD) on one molecule with the formula C22H19ClN2O3S in a non-equilibrium geometry.

Cartesian coordinates (Å):
O (-2.264, 0.244, -3.079)
C (-1.358, 0.561, -2.335)
N (-0.244, 1.249, -2.695)
C (0.128, 1.727, -3.959)
C (1.304, 2.472, -4.038)
C (1.742, 2.981, -5.250)
C (0.993, 2.744, -6.385)
C (-0.181, 1.998, -6.306)
C (-0.625, 1.482, -5.107)
C (-0.807, 1.863, -7.662)
C (-0.106, 2.954, -8.486)
C (1.252, 3.172, -7.798)
C (-1.406, 0.231, -0.871)
C (-2.658, 0.156, -0.263)
C (-2.776, -0.136, 1.083)
C (-1.640, -0.371, 1.846)
C (-0.405, -0.327, 1.232)
S (1.135, -0.612, 2.104)
O (1.919, 0.583, 2.006)
O (1.703, -1.844, 1.649)
N (0.682, -0.715, 3.712)
C (0.290, -1.868, 4.372)
C (-0.204, -2.966, 3.673)
C (-0.625, -4.096, 4.350)
C (-0.574, -4.150, 5.732)
C (-0.091, -3.065, 6.444)
C (0.338, -1.939, 5.767)
Cl (0.946, -0.582, 6.663)
C (-0.272, -0.033, -0.110)
H (0.401, 1.493, -1.956)
H (1.879, 2.655, -3.141)
H (2.654, 3.556, -5.298)
H (-1.533, 0.908, -5.046)
H (-0.592, 0.869, -8.065)
H (-1.889, 1.986, -7.638)
H (-0.688, 3.876, -8.436)
H (0.001, 2.678, -9.534)
H (2.021, 2.532, -8.241)
H (1.596, 4.204, -7.869)
H (-3.532, 0.335, -0.872)
H (-3.750, -0.181, 1.544)
H (-1.716, -0.592, 2.899)
H (1.084, 0.006, 4.293)
H (-0.226, -2.930, 2.596)
H (-0.997, -4.940, 3.790)
H (-0.906, -5.030, 6.259)
H (-0.041, -3.089, 7.522)
H (0.723, -0.044, -0.531)

Results
Kohn-Sham gap: 8.54 eV
LUMO level: 0.244 eV
SMILES string: O=C(Nc1ccc2c(c1)CCC2)c1cccc(S(=O)(=O)Nc2ccccc2Cl)c1

ORCA calculation (wB97M-V/def2-TZVPD) on one molecule with the formula C3H8N2OS in a non-equilibrium geometry.

Cartesian coordinates (Å):
C (0.776, 1.976, -2.411)
O (0.162, 1.030, -1.571)
N (0.939, 1.025, -0.390)
C (0.387, 0.230, 0.474)
C (1.076, 0.053, 1.784)
N (-0.674, -0.551, 0.144)
S (-1.250, -1.887, 0.995)
H (0.099, 2.147, -3.281)
H (0.945, 2.927, -1.907)
H (1.773, 1.591, -2.772)
H (1.479, -0.935, 1.895)
H (0.417, 0.278, 2.617)
H (1.875, 0.765, 1.746)
H (-1.056, -0.475, -0.791)
H (-2.111, -1.235, 1.776)

Results
Kohn-Sham gap: 9.28 eV
LUMO level: 0.770 eV
SMILES string: CO/N=C(/C)NS

ORCA calculation (wB97M-V/def2-TZVPD) on one molecule with the formula C12H25N5O3 in a non-equilibrium geometry.

Cartesian coordinates (Å):
H (-5.295, 0.640, 1.426)
N (-6.226, 0.429, 0.846)
C (-5.826, 0.179, -0.402)
N (-6.723, 0.511, -1.429)
N (-4.633, -0.336, -0.928)
C (-3.794, -0.934, 0.039)
C (-2.812, 0.305, 0.477)
C (-1.673, -0.221, 1.348)
C (-0.350, -0.543, 0.618)
N (-0.345, -1.873, -0.128)
C (0.713, -0.636, 1.608)
O (0.595, -0.567, 2.851)
N (1.933, -0.523, 1.049)
C (2.531, -0.565, -0.268)
C (2.821, -2.031, -0.459)
O (4.022, -2.303, -0.338)
O (1.852, -3.036, -0.453)
C (3.804, 0.307, -0.206)
C (4.501, 0.398, -1.682)
C (3.448, 1.789, 0.092)
C (4.474, 2.902, 0.036)
H (-7.701, 0.898, -1.033)
H (-7.007, -0.328, -1.839)
H (-4.181, -0.193, -1.807)
H (-4.320, -1.147, 0.984)
H (-3.207, -1.701, -0.384)
H (-3.499, 1.096, 0.961)
H (-2.494, 0.964, -0.549)
H (-1.282, 0.561, 2.254)
H (-1.869, -1.163, 2.030)
H (0.064, 0.293, -0.025)
H (-1.338, -2.002, -0.676)
H (-0.183, -2.712, 0.734)
H (2.782, -0.334, 1.764)
H (1.837, -0.236, -1.043)
H (0.953, -2.587, -0.664)
H (4.519, -0.245, 0.376)
H (5.470, 0.879, -1.590)
H (4.437, -0.690, -2.026)
H (4.001, 1.215, -2.396)
H (2.493, 2.093, -0.470)
H (3.052, 1.881, 1.198)
H (5.124, 2.904, -0.859)
H (4.033, 3.960, 0.111)
H (5.301, 2.703, 0.851)

Results
Kohn-Sham gap: 9.28 eV
LUMO level: 0.138 eV
SMILES string: [H]/N=C(/N)NCCC[C@H](N)C(=O)N[C@H](C(=O)O)[C@@H](C)CC

ORCA calculation (wB97M-V/def2-TZVPD) on one molecule with the formula C9H12N2O2S in a non-equilibrium geometry.

Cartesian coordinates (Å):
C (1.236, 1.596, 1.353)
C (1.632, 0.914, 0.254)
C (2.525, 1.663, -0.708)
C (1.077, -0.407, -0.232)
C (1.672, -1.453, 0.781)
O (2.782, -1.767, 0.519)
O (0.917, -1.640, 1.840)
N (-0.401, -0.547, -0.165)
C (-1.118, -1.632, -0.840)
C (-2.302, -0.727, -1.180)
N (-3.397, -0.819, -0.380)
C (-3.439, -0.129, 0.664)
S (-2.179, 1.071, 1.042)
C (-1.256, 0.565, -0.435)
H (0.427, 1.228, 1.946)
H (1.570, 2.515, 1.560)
H (1.919, 1.835, -1.547)
H (3.040, 2.467, -0.318)
H (3.222, 0.906, -1.040)
H (1.463, -0.557, -1.224)
H (0.125, -1.111, 1.559)
H (-1.239, -2.448, -0.099)
H (-0.575, -2.150, -1.680)
H (-2.652, -0.777, -2.290)
H (-4.285, -0.111, 1.340)
H (-0.766, 1.516, -0.719)

Results
Kohn-Sham gap: 9.68 eV
LUMO level: 0.630 eV
SMILES string: C=C(C)[C@@H](C(=O)O)N1C[C@H]2N=CS[C@H]21

ORCA calculation (wB97M-V/def2-TZVPD) on a 2-piece molecular cluster, H5NS2 overall.

Cartesian coordinates (Å):
S (1.509, 1.368, 0.630)
S (0.619, 1.663, -1.282)
H (0.532, 2.118, 1.160)
H (1.569, 0.983, -1.934)
N (-1.079, -1.472, 0.063)
H (-1.821, -2.110, 0.360)
H (-0.193, -1.902, 0.352)
H (-1.136, -0.647, 0.651)

Results
Kohn-Sham gap: 8.71 eV
LUMO level: 0.150 eV
SMILES string: SS.N

ORCA calculation (wB97M-V/def2-TZVPD) on a 15-piece molecular cluster, C30H90O15 overall in a non-equilibrium geometry.

Cartesian coordinates (Å):
C (0.875, -4.137, 0.425)
C (0.298, -4.580, -0.898)
O (-0.371, -3.478, -1.510)
H (0.117, -3.669, 1.053)
H (1.669, -3.418, 0.227)
H (1.304, -4.915, 1.057)
H (-0.477, -5.339, -0.787)
H (1.090, -4.827, -1.606)
H (-1.200, -3.258, -1.080)
C (3.264, -3.002, -3.187)
C (2.476, -1.676, -2.952)
O (1.175, -1.861, -3.450)
H (4.212, -2.989, -2.649)
H (3.403, -3.153, -4.258)
H (2.672, -3.846, -2.835)
H (2.936, -0.797, -3.402)
H (2.456, -1.483, -1.879)
H (0.656, -2.390, -2.840)
C (4.236, 3.293, 0.643)
C (4.241, 4.438, 1.723)
O (5.213, 5.478, 1.426)
H (4.238, 3.707, -0.365)
H (3.349, 2.670, 0.752)
H (5.177, 2.750, 0.736)
H (4.511, 3.985, 2.676)
H (3.248, 4.861, 1.878)
H (4.857, 6.026, 0.722)
C (-4.778, -0.517, 1.944)
C (-4.435, 0.916, 2.182)
O (-4.041, 1.494, 0.970)
H (-5.527, -0.431, 1.157)
H (-5.303, -0.944, 2.798)
H (-3.896, -1.094, 1.666)
H (-3.586, 1.056, 2.852)
H (-5.327, 1.432, 2.538)
H (-3.795, 2.406, 1.136)
C (-5.309, 0.488, -2.871)
C (-5.115, -0.686, -1.985)
O (-4.040, -0.511, -1.103)
H (-4.435, 0.758, -3.463)
H (-5.697, 1.301, -2.258)
H (-6.011, 0.253, -3.672)
H (-4.931, -1.625, -2.508)
H (-6.023, -0.911, -1.427)
H (-4.251, 0.124, -0.414)
C (3.747, 2.124, -2.831)
C (2.281, 2.258, -3.074)
O (1.692, 2.826, -1.925)
H (3.878, 1.575, -1.898)
H (4.256, 3.062, -2.614)
H (4.304, 1.567, -3.585)
H (1.735, 1.344, -3.306)
H (2.098, 3.002, -3.850)
H (1.681, 2.131, -1.262)
C (2.642, -1.632, 2.437)
C (2.256, -0.417, 3.268)
O (2.574, 0.819, 2.621)
H (2.263, -2.557, 2.873)
H (3.729, -1.665, 2.362)
H (2.307, -1.532, 1.404)
H (2.745, -0.373, 4.241)
H (1.185, -0.461, 3.466)
H (2.456, 1.451, 3.333)
C (-0.682, 0.564, 0.839)
C (0.366, 0.037, -0.127)
O (1.640, 0.694, -0.042)
H (-0.500, 0.355, 1.894)
H (-1.684, 0.243, 0.554)
H (-0.766, 1.649, 0.889)
H (0.034, 0.005, -1.165)
H (0.603, -1.009, 0.066)
H (1.970, 0.582, 0.852)
C (5.252, -0.939, -0.057)
C (6.529, -0.508, 0.703)
O (7.251, -1.632, 1.062)
H (4.772, -1.798, 0.413)
H (5.554, -1.441, -0.975)
H (4.554, -0.105, -0.138)
H (6.211, -0.117, 1.670)
H (7.039, 0.243, 0.100)
H (8.041, -1.348, 1.526)
C (-1.317, -1.865, 3.262)
C (-2.095, -2.841, 4.102)
O (-1.838, -2.594, 5.457)
H (-1.394, -2.068, 2.194)
H (-0.251, -1.950, 3.473)
H (-1.613, -0.834, 3.455)
H (-1.804, -3.836, 3.767)
H (-3.174, -2.784, 3.953)
H (-2.336, -1.814, 5.712)
C (0.020, 2.591, 4.761)
C (1.206, 2.239, 5.628)
O (2.404, 2.535, 4.984)
H (-0.902, 2.630, 5.342)
H (-0.116, 2.012, 3.848)
H (0.215, 3.614, 4.442)
H (1.141, 1.182, 5.885)
H (1.134, 2.695, 6.616)
H (3.103, 2.403, 5.629)
C (-1.981, 2.041, -2.864)
C (-1.992, 2.134, -4.368)
O (-2.127, 3.472, -4.709)
H (-1.165, 2.635, -2.453)
H (-1.986, 0.976, -2.631)
H (-2.922, 2.336, -2.401)
H (-2.801, 1.563, -4.824)
H (-1.054, 1.764, -4.783)
H (-2.627, 3.502, -5.528)
C (-1.935, -1.515, -3.782)
C (-2.405, -2.986, -3.919)
O (-2.983, -3.059, -5.214)
H (-1.637, -1.334, -2.750)
H (-2.789, -0.869, -3.984)
H (-1.073, -1.267, -4.401)
H (-3.111, -3.271, -3.139)
H (-1.534, -3.619, -3.749)
H (-3.453, -3.893, -5.290)
C (0.204, 5.071, 0.738)
C (-0.563, 5.167, -0.547)
O (-1.912, 5.107, -0.242)
H (-0.161, 4.239, 1.340)
H (0.099, 5.990, 1.315)
H (1.274, 5.029, 0.537)
H (-0.425, 4.326, -1.227)
H (-0.317, 6.043, -1.147)
H (-2.366, 4.997, -1.081)
C (-3.330, -5.043, 0.566)
C (-3.826, -3.735, -0.005)
O (-2.806, -2.742, -0.109)
H (-2.870, -4.864, 1.538)
H (-2.690, -5.537, -0.165)
H (-4.199, -5.676, 0.743)
H (-4.622, -3.362, 0.641)
H (-4.205, -3.868, -1.018)
H (-3.235, -1.967, -0.481)

Results
Kohn-Sham gap: 9.67 eV
LUMO level: 0.250 eV

Q: Which of these has the highest LUMO level?
A: C3H8N2OS